A molecular structure, C3H10CsO2. Source: the OMol25 dataset; level of theory: ωB97M-V/def2-TZVPD.

The geometry in XYZ format:
```
16
Properties=species:S:1:pos:R:3:mulliken_charge:R:1
Cs 0.98 -1.80 1.66 1.0281
O 0.45 1.03 0.85 -0.5320
O 0.83 -3.56 -0.73 -0.5034
C -0.12 3.39 1.09 -0.9526
C -0.08 -3.19 -1.77 -0.5045
C -0.65 1.97 0.94 -0.2807
H -1.31 1.90 0.08 0.2849
H -0.72 -2.37 -1.43 0.1915
H 0.55 3.62 0.26 0.2963
H -0.93 4.11 1.08 0.3384
H -0.77 -4.00 -2.05 0.2673
H -1.22 1.67 1.82 0.2576
H 0.45 -2.95 -2.69 0.2694
H 0.75 1.04 -0.07 0.2995
H 1.30 -4.33 -1.05 0.2752
H 0.48 3.47 2.00 0.2652
```

As for the calculated total energy: -290.71272 Ha. Its charge is +1. Its multiplicity is 1.



A molecular structure, C26H25FeN2O4 at a distorted geometry. Source: the OMol25 dataset; level of theory: ωB97M-V/def2-TZVPD.

The geometry in XYZ format:
```
58
Properties=species:S:1:pos:R:3:mulliken_charge:R:1
Fe 0.87 0.05 0.99 0.3720
O 3.14 0.68 2.72 -0.3015
O 3.07 -0.24 -0.85 -0.3535
O 1.52 -2.72 1.54 -0.3692
O -4.36 1.34 3.58 -0.4351
N -3.31 0.07 6.81 0.1793
N -3.76 2.13 6.17 0.1641
C -1.89 1.72 9.83 -0.6964
C -3.11 -1.89 4.02 0.1304
C -3.74 0.82 5.75 0.4308
C -0.86 -0.58 0.17 -0.8119
C 2.12 0.59 2.18 0.3183
C -5.52 -1.57 3.89 -0.0621
C -0.64 0.74 -0.31 -1.0756
C -1.82 -0.75 1.33 0.2271
C -3.25 -3.19 3.51 -1.3112
C -4.04 0.37 4.45 -0.6783
C -0.40 1.70 0.68 -0.6300
C 1.10 -1.64 1.40 0.1148
C -4.53 -3.70 3.27 -0.6236
C -2.89 0.92 7.83 1.0068
C -2.88 3.31 8.24 -0.9344
C -3.35 -1.36 6.96 -0.9529
C -5.66 -2.90 3.51 -0.7748
C 2.06 -0.08 -0.29 0.2470
C -2.27 0.63 9.03 -0.8451
C -1.52 0.28 2.35 0.4641
C -4.73 1.13 2.20 -0.7156
C -4.40 3.25 5.52 -0.8332
C -4.23 -1.05 4.12 0.5790
C -0.63 1.30 2.04 -1.8343
C -3.19 2.21 7.44 0.8410
C -2.20 3.04 9.44 -0.6686
H -4.65 -4.72 2.91 0.4241
H -2.00 0.20 3.33 0.5193
H -3.17 4.31 7.93 0.3318
H -6.37 -0.90 4.02 0.5225
H -3.22 -1.58 8.02 0.4217
H -1.90 3.87 10.09 0.3952
H -6.66 -3.31 3.38 0.4520
H -2.36 -3.78 3.30 0.5063
H -0.80 -1.42 -0.53 0.6416
H -2.13 -1.50 4.32 0.9537
H -3.88 3.53 4.59 0.2622
H -0.05 2.71 0.47 0.5622
H -2.53 -1.85 6.42 0.3518
H -4.34 4.09 6.23 0.3756
H -2.87 -0.64 0.99 0.5328
H -5.45 1.92 2.00 0.3487
H -3.85 1.26 1.57 0.2228
H -5.18 0.15 2.04 0.3562
H -4.31 -1.77 6.63 0.3486
H -0.49 0.95 -1.38 0.4789
H -1.36 1.55 10.77 0.4018
H -0.26 1.95 2.85 0.7248
H -5.45 3.04 5.31 0.2866
H -2.08 -0.41 9.31 0.3321
H -1.77 -1.77 1.74 0.0796
```

As for the calculated total energy: -2679.52311 Ha. The expectation value of S² is 6.14. Its charge is +1. Its multiplicity is 5.



12 unconnected molecules or ions with the total composition C41H99N7O17 at a distorted geometry. Source: the OMol25 dataset; level of theory: ωB97M-V/def2-TZVPD.

The geometry in XYZ format:
```
164
Properties=species:S:1:pos:R:3:mulliken_charge:R:1
O 0.36 3.03 9.88 -0.3001
O -4.18 6.10 1.03 -0.2560
O 0.01 -4.39 -8.06 -0.3533
O -6.66 7.95 0.21 -0.3451
O -11.23 -0.44 1.96 -0.6512
O 2.26 -6.59 0.69 -0.3475
O -2.58 -5.85 -10.06 -0.3682
O 7.22 0.10 -3.75 -0.6855
O -5.77 0.22 -2.45 -0.6419
O -0.35 -9.18 0.21 -0.3353
O -1.25 -0.01 2.29 -0.3310
O 1.17 -0.51 0.48 -0.2988
O -7.17 -7.36 5.17 -0.6527
O 2.32 2.37 11.52 -0.3554
O 5.56 5.41 -10.06 -0.6047
O 4.66 7.99 -3.04 -0.6754
O 6.41 2.64 2.94 -0.6946
N -9.78 0.80 3.24 -0.1174
N 4.39 5.50 -8.14 -0.2084
N -6.03 -9.12 4.40 -0.1979
N -3.71 0.67 -3.29 -0.1534
N 3.24 7.63 -1.39 -0.1872
N 8.64 -1.58 -4.24 -0.1981
N 6.83 1.01 4.40 -0.1507
C 8.29 -0.58 -3.49 0.6478
C 2.02 0.32 -0.30 -0.7343
C -4.84 -0.01 -3.21 0.7105
C 7.35 0.45 5.70 -0.7978
C -9.05 -1.38 2.32 -1.0720
C -3.51 1.94 -2.70 -0.8952
C 7.40 3.32 5.03 -1.1175
C -0.86 -4.21 -9.15 -0.4563
C 1.10 -7.18 0.16 -0.4688
C 9.09 -0.28 -2.24 -0.9969
C 1.16 -0.05 1.83 -0.3922
C -8.75 0.69 4.19 -0.9606
C -0.57 -10.51 0.40 -0.8229
C -7.03 -10.07 4.94 -0.7582
C 2.96 -5.84 -0.26 -0.6980
C -6.16 -7.83 4.63 0.6825
C -6.23 7.26 -1.01 -0.6239
C -0.04 3.63 8.57 -0.7593
C -3.01 5.67 1.76 -0.8156
C -4.97 -6.98 4.41 -1.0265
C -0.45 -3.59 -6.95 -0.7351
C 5.04 5.95 -1.87 -0.9151
C 7.83 -2.02 -5.42 -0.7473
C -6.46 7.15 1.35 -0.6778
C 6.75 2.28 4.10 0.6716
C 3.08 7.24 -0.01 -0.9046
C 0.96 1.71 9.68 -0.3036
C -5.00 6.89 1.89 -0.3774
C 3.62 2.39 10.93 -0.7487
C -4.98 -1.18 -4.04 -1.0520
C 4.29 7.25 -2.10 0.6006
C -3.13 -5.15 -11.17 -0.7501
C 0.91 -8.68 0.62 -0.3036
C -10.11 -0.27 2.49 0.5953
C 0.02 -0.36 2.74 -0.6524
C 4.95 6.04 -9.24 0.6085
C -1.75 -0.83 1.24 -0.6108
C 4.81 7.51 -9.34 -0.8980
C 1.56 1.32 11.03 -0.6382
C -1.24 -5.42 -9.97 -0.5690
C 4.29 4.03 -7.77 -0.8310
H -5.26 -9.46 3.85 0.2128
H -5.22 6.85 -0.91 0.2329
H -2.98 0.49 -3.97 0.2623
H -5.10 -6.11 5.05 0.3038
H 3.02 8.58 -1.66 0.2518
H 3.69 3.87 -6.87 0.3237
H -3.09 -4.06 -11.13 0.3124
H -1.36 -3.91 -6.45 0.3095
H -4.47 -2.06 -3.66 0.2631
H 4.27 2.05 11.74 0.2801
H 3.93 3.37 10.57 0.2456
H -2.76 -5.62 -12.08 0.3069
H -7.33 -10.03 5.99 0.2494
H 4.17 7.73 -10.19 0.2342
H -3.99 -7.43 4.60 0.3230
H -3.28 4.87 2.45 0.3290
H 8.17 1.12 5.98 0.3061
H 3.85 3.46 -8.59 0.2636
H 7.11 4.30 4.65 0.2726
H 3.19 6.18 0.22 0.3053
H 2.13 7.53 0.43 0.3207
H -0.16 -11.03 1.27 0.3443
H 4.72 5.11 -2.48 0.2233
H 10.15 -0.36 -2.48 0.3627
H 3.74 7.73 0.71 0.3429
H 2.33 -5.18 -0.86 0.3092
H 2.21 0.00 -1.33 0.2742
H 3.60 -6.44 -0.92 0.3060
H -7.03 6.22 1.36 0.3761
H 6.61 0.41 6.50 0.2352
H -4.54 7.81 2.25 0.3568
H 3.01 0.23 0.16 0.3118
H -4.20 -5.34 -11.16 0.2729
H -0.61 -6.24 -9.62 0.4721
H -1.65 -10.65 0.47 0.2693
H -1.80 -3.68 -9.02 0.3381
H -0.47 -2.51 -7.13 0.3182
H -1.31 -0.73 0.25 0.2381
H 0.37 -3.74 -6.25 0.2768
H -0.13 -11.12 -0.40 0.3249
H -9.22 0.59 5.17 0.3318
H 8.47 3.22 4.87 0.3092
H -10.40 1.59 3.34 0.2433
H -0.24 -3.57 -9.77 0.3086
H -6.98 7.74 2.10 0.3434
H 7.65 -0.57 5.50 0.3113
H 3.70 1.67 10.12 0.3415
H 1.74 1.36 -0.21 0.3043
H -5.00 -6.53 3.41 0.2756
H -0.09 -1.36 3.16 0.3856
H 0.76 1.24 11.76 0.2761
H 2.02 -0.50 2.32 0.3357
H -6.02 -1.53 -4.06 0.3067
H -8.05 -0.96 2.20 0.3938
H -6.95 6.49 -1.27 0.2636
H -4.27 2.71 -2.87 0.2678
H 3.74 -5.31 0.29 0.2384
H 0.30 0.95 9.27 0.4018
H 7.88 -1.16 -6.08 0.2533
H -7.82 -9.79 4.25 0.2846
H -9.24 -1.90 1.38 0.3047
H 0.11 0.30 3.60 0.2702
H -0.46 4.61 8.76 0.2630
H -0.67 -5.35 -10.90 0.3164
H -8.06 1.54 4.18 0.2955
H -2.22 5.30 1.10 0.2571
H 8.68 -0.77 -1.36 0.2442
H -9.14 -2.14 3.09 0.2852
H 1.75 1.85 8.94 0.2520
H 7.04 3.26 6.05 0.3719
H 0.95 -8.69 1.71 0.2171
H -2.78 -0.46 1.18 0.2426
H 6.83 -2.24 -5.06 0.2569
H 6.06 6.17 -2.18 0.2786
H 5.72 8.01 -9.66 0.2841
H 5.25 3.56 -7.55 0.2767
H -6.78 -11.13 4.94 0.3036
H 8.18 -2.93 -5.92 0.3260
H 2.11 0.39 11.19 0.4218
H -6.09 7.92 -1.87 0.2899
H 1.28 1.03 1.86 0.3632
H 4.42 8.07 -8.49 0.2916
H -8.08 -0.16 4.27 0.3523
H 6.63 0.41 3.62 0.2812
H -4.66 -1.00 -5.07 0.3268
H 1.51 -9.49 0.22 0.3269
H -5.31 6.33 2.77 0.3282
H 5.11 5.68 -0.82 0.3597
H 9.11 0.80 -2.11 0.2962
H -1.80 -1.90 1.44 0.2902
H -3.40 1.79 -1.63 0.2532
H 0.88 -7.00 -0.89 0.3960
H -2.54 2.29 -3.02 0.3550
H -0.83 3.00 8.15 0.3109
H 0.30 -6.62 0.65 0.2449
H 4.08 6.13 -7.41 0.2601
H 0.66 3.69 7.75 0.3127
H 9.44 -2.13 -3.97 0.2406
H -2.53 6.34 2.47 0.3191
```

As for the calculated total energy: -3283.54417 Ha. The structure (SMILES) is CNC(C)=O.CNC(C)=O.CNC(C)=O.CNC(C)=O.CNC(C)=O.CNC(C)=O.CNC(C)=O.COCCOC.COCCOC.COCCOC.COCCOC.COCCOC. Its multiplicity is 1.



4 unconnected molecules or ions with the total composition C6H19NO4 at a distorted geometry. Source: the OMol25 dataset; level of theory: ωB97M-V/def2-TZVPD.

The geometry in XYZ format:
```
30
Properties=species:S:1:pos:R:3:mulliken_charge:R:1
O 3.21 -0.03 -1.82 -0.6845
O -0.95 2.09 2.34 -0.6354
O 0.74 0.82 -2.40 -0.6521
O -1.76 -0.12 -2.08 -0.6192
N 0.10 1.11 0.54 -0.0123
C 0.39 -2.34 0.11 -1.4123
C -0.71 2.10 1.14 0.8027
C -1.18 3.18 0.20 -1.1149
C 0.41 -0.10 1.33 -1.0598
C -0.47 -1.31 0.88 1.2641
C -1.12 -1.96 2.09 -1.9824
H -1.73 -2.78 1.78 0.4829
H -0.89 0.21 -2.18 0.3326
H -1.28 -0.95 0.14 0.1455
H 0.17 1.00 -0.46 0.1903
H -2.08 2.84 -0.38 0.2359
H 1.69 0.45 -2.20 0.3076
H 0.83 1.44 -3.10 0.2485
H -1.78 -1.29 2.59 0.4368
H 3.47 0.41 -1.02 0.3351
H -0.38 -2.30 2.73 0.4811
H -0.43 3.55 -0.51 0.2915
H 0.84 -1.90 -0.82 0.1970
H 1.49 -0.35 1.18 0.2075
H -0.22 -3.21 -0.22 0.3843
H -1.47 4.03 0.79 0.3571
H 1.16 -2.72 0.76 0.4249
H 3.35 -0.95 -1.58 0.3244
H 0.28 0.12 2.44 0.4268
H -1.68 -1.05 -2.27 0.2962
```

As for the calculated total energy: -595.73676 Ha. The structure (SMILES) is CC(=O)NCC(C)C.O.O.O. Its multiplicity is 1.